{"formula": "C3H3CsLiO5", "method": "ωB97M-V with the def2-TZVPD basis set", "homo_lumo_gap_ev": [7.085, 7.086], "total_charge": 1, "largest_force_ha_per_bohr": 0.147, "e_tot_ev": -14134.9602, "spin_multiplicity": 1, "molar_mass_g_mol": 258.9, "lumo_ev": [-3.51, -3.51], "species": ["O", "C", "O", "C", "C", "O", "O", "Li", "H", "H", "H", "Cs", "O"], "xyz": [[-0.303, -1.359, 0.392], [-0.111, -0.066, -0.006], [1.119, -0.762, -1.702], [1.848, 0.034, -1.054], [0.056, 1.326, -0.644], [1.388, 1.282, -1.160], [1.862, -0.245, 0.212], [2.669, -1.221, 1.671], [-0.994, 0.304, 0.559], [-0.700, 1.466, -1.422], [-0.099, 2.094, 0.120], [-5.074, -1.087, 2.446], [-1.662, -1.765, 0.589]]}